# 1
Density functional theory data (ωB97M-V/def2-TZVPD) for a structure of composition C2H3NS2 at a distorted geometry.

Geometry as XYZ:
```
8
Properties=species:S:1:pos:R:3:forces:R:3
C 1.15730 -0.07208 -0.05620 -1.32 -1.59 -0.86
C -0.95709 0.49886 -0.04708 -0.04 -1.02 2.97
N -0.08393 -0.70002 -0.18238 0.86 0.54 -0.30
S 2.58334 -0.79886 -0.06144 0.94 0.01 0.32
S 0.53143 1.53910 -0.08635 -0.13 0.96 0.08
H -1.72121 0.78124 -0.77072 0.17 -0.61 -0.12
H -1.34875 0.42109 1.03454 0.03 0.71 -1.76
H -0.16109 -1.66932 0.16964 -0.52 1.01 -0.33
```
Positions in Å, forces in eV/Å.

Computed properties:
- charge = 0
- HOMO (eV) = -8.7
- orbital gap (eV) = 9.2
- relative energy (zero: lowest compared OMol25 entry of this formula, charge and spin) (kcal/mol) = 9.1
- E_LUMO (eV) = 0.456

Results of the Löwdin charge analysis, in e, for atoms 1 through 2: number 1, C, carries -1.284; number 2, C, carries -0.421

# 2
Density functional theory data (ωB97M-V/def2-TZVPD) for a structure of composition C12H11NOS at a distorted geometry.

Geometry as XYZ:
```
26
Properties=species:S:1:pos:R:3:forces:R:3
C 3.70766 1.06096 -0.42431 0.09 1.08 0.91
C 4.06273 -0.26073 -0.57165 -0.13 0.63 -0.36
C -3.61657 0.16507 -1.57865 -0.71 0.20 0.92
C 2.41480 1.44197 -0.00702 2.59 0.01 -1.56
C 3.10453 -1.20414 -0.55636 -0.66 -0.44 -0.19
C -2.22630 0.04775 -1.39338 0.83 0.16 -1.77
C -4.19227 0.15245 -0.31422 -1.31 -0.92 -0.59
C 1.49784 0.46716 -0.02784 -2.83 -0.59 1.03
C 1.80915 -0.88803 -0.22973 -2.64 -0.27 0.33
C -1.99147 0.03274 -0.04051 1.26 -1.02 0.72
C -0.67810 -0.03622 0.60153 -4.17 -2.24 2.39
C -0.55951 -0.34911 2.11271 -0.09 3.11 -1.35
N -3.21281 -0.05546 0.62186 1.26 0.71 -2.18
O 0.16714 0.85025 0.16799 3.82 2.20 -1.30
S 0.44552 -1.97543 -0.06577 1.91 -1.08 -1.07
H 4.45217 1.80978 -0.65564 0.02 0.22 0.32
H 5.00196 -0.63345 -0.85671 1.39 0.34 -0.43
H -4.16206 0.27968 -2.50572 0.09 -0.16 0.13
H 2.15267 2.45922 0.08760 -0.32 0.91 0.20
H 3.33468 -2.08560 -1.06954 0.14 -1.86 0.18
H -1.48200 -0.08731 -2.24221 -0.92 0.49 1.55
H -5.26249 0.03322 -0.07540 0.84 0.34 0.00
H 0.43652 -0.67152 2.33619 1.07 0.73 0.27
H -1.06356 -1.15985 2.52907 -1.83 -1.23 0.17
H -0.88112 0.65331 2.56116 0.78 -1.45 0.30
H -3.25910 -0.04670 1.59653 -0.48 0.13 1.38
```
Positions in Å, forces in eV/Å.

Computed properties:
- multiplicity = 3
- charge = 0
- expectation value of S² = 2.0314
- HOMO (spin up / spin down) (eV) = -5.3 / -7.8
- orbital gap (spin up / spin down) (eV) = 6.0 / 5.5
- E_LUMO (spin up / spin down) (eV) = 0.732 / -2.231

Results of the Löwdin charge analysis, in e, for atoms 1 through 2: number 1, C, carries -0.029; number 2, C, carries -0.089

# 3
Density functional theory data (ωB97M-V/def2-TZVPD) for a structure of composition C21H6F4N5O4S2W at a distorted geometry.

Geometry as XYZ:
```
43
Properties=species:S:1:pos:R:3:forces:R:3
W 0.62941 0.84900 -0.76077 -0.07 0.01 -0.90
S 2.39054 2.25555 -4.59351 -0.02 -0.17 0.04
C 1.98649 3.65070 -3.67054 0.01 0.02 0.02
C 1.36805 3.35423 -2.50445 0.17 0.01 0.22
C 1.15681 1.93335 -2.34428 0.21 0.33 -0.55
C 1.70663 1.24593 -3.44271 -0.28 -0.17 -0.07
C 1.58566 -0.19809 -3.43352 0.03 0.09 0.01
C 1.95794 -1.06177 -4.43861 -0.01 -0.01 0.02
C 1.64803 -2.41210 -4.31684 0.00 0.02 0.01
C 0.96288 -2.84806 -3.19172 0.00 0.00 -0.03
C 0.64523 -1.94399 -2.20116 -0.06 -0.02 0.07
N 0.96888 -0.63384 -2.29247 -0.03 -0.16 -0.02
H 2.23541 4.62668 -4.06187 -0.04 0.02 0.01
H 1.04709 4.10727 -1.80185 0.02 -0.02 0.01
H 2.46836 -0.68404 -5.31469 -0.01 0.00 -0.01
H 1.92508 -3.10789 -5.09842 0.00 0.00 0.00
H 0.67545 -3.88297 -3.07120 0.01 0.00 0.00
H 0.11812 -2.26706 -1.31769 0.02 0.02 0.00
O 0.69148 -1.89714 2.80348 0.19 -0.32 -0.05
S 1.09919 -0.87890 1.71089 -0.64 0.15 0.79
O 0.33519 0.50644 2.32942 0.55 -0.40 0.52
O 2.03310 0.86020 0.15033 0.35 0.46 0.22
O 0.21684 -0.99000 0.49774 0.10 -0.13 -0.30
F -0.71156 2.75496 3.25835 0.00 -0.01 -0.02
C -1.31671 1.65403 3.04307 -0.02 0.01 -0.15
C -0.54584 0.40328 3.45596 -0.21 0.28 -0.08
F 0.12882 0.53497 4.58669 -0.06 0.04 0.01
C -1.36407 -0.86625 3.42686 0.04 -0.01 -0.13
C -2.63292 -0.79854 3.00741 0.04 -0.06 0.19
C -3.08069 0.38898 2.27591 -0.05 0.04 -0.01
F -4.14411 0.22126 1.58148 -0.01 0.02 0.01
C -2.32512 1.54421 2.10182 0.07 -0.05 0.08
C -2.29874 2.27069 0.80784 -0.02 -0.03 -0.09
C -2.23211 1.32249 -0.25149 0.05 0.16 -0.12
N -1.67190 0.65219 -1.02703 -0.16 -0.15 0.18
C -1.04218 2.78961 0.48982 -0.01 -0.04 0.14
N 0.04341 2.73443 0.04647 -0.18 0.10 0.13
F -3.46586 -1.79204 2.99143 0.01 0.00 -0.02
C -0.55847 -2.11847 3.64292 0.00 0.03 -0.18
C -0.07447 -2.27797 5.01012 -0.04 -0.03 -0.02
N 0.26412 -2.38029 6.10083 0.02 0.00 0.03
C -1.18205 -3.33088 3.12135 0.05 -0.05 0.09
N -1.64139 -4.29014 2.69462 -0.03 0.02 -0.07
```
Positions in Å, forces in eV/Å.

Computed properties:
- charge = +3
- HOMO (spin up / spin down) (eV) = -18.0 / -18.0
- orbital gap (spin up / spin down) (eV) = 5.2 / 5.2
- relative energy (zero: lowest compared OMol25 entry of this formula, charge and spin) (kcal/mol) = 21.2
- E_LUMO (spin up / spin down) (eV) = -12.833 / -12.833

Results of the Löwdin charge analysis, in e, for atoms 1 through 2: number 1, W, carries 1.830; number 2, S, carries 1.240

# 4
Density functional theory data (ωB97M-V/def2-TZVPD) for a structure of composition C56H53Cl3N4O3OsP2SSe2 at a distorted geometry.

Geometry as XYZ:
```
125
Properties=species:S:1:pos:R:3:forces:R:3
Os 1.40939 0.16483 -0.10057 0.50 0.79 -0.33
O 0.05920 -1.87643 2.10685 0.42 -0.79 0.22
P -0.88117 -3.01983 1.96320 0.14 -0.46 0.06
C -0.81604 -3.75533 0.27563 0.00 0.04 0.06
P -0.51050 -2.70443 -1.17356 -0.20 0.11 -0.22
O 0.27476 -1.46097 -0.88116 0.22 -0.12 0.08
C 0.34552 -3.77499 -2.34075 -0.03 0.01 0.04
C -0.35904 -4.58976 -3.22490 -0.01 0.01 0.01
C 0.32486 -5.44835 -4.07295 -0.01 0.00 0.00
C 1.71054 -5.49895 -4.04356 0.00 0.00 0.01
C 2.41890 -4.68617 -3.16832 0.00 0.00 0.00
C 1.73940 -3.82788 -2.31981 0.04 0.05 0.02
C -2.08118 -2.26309 -1.92431 0.06 -0.01 -0.15
C -2.09480 -1.08243 -2.66868 -0.01 0.01 0.05
C -3.23019 -0.72457 -3.37931 -0.02 0.02 0.00
C -4.35324 -1.53954 -3.35264 0.00 0.01 -0.01
C -4.34598 -2.71476 -2.61329 0.01 -0.03 0.03
C -3.21210 -3.07995 -1.90506 0.04 -0.02 -0.03
C -0.47308 -4.41166 3.02086 -0.06 0.02 0.04
C -1.20237 -5.60082 2.98527 -0.02 0.02 -0.03
C -0.85566 -6.64858 3.82023 0.00 0.00 0.00
C 0.21654 -6.51082 4.69516 0.00 0.00 0.00
C 0.93745 -5.32733 4.73947 0.01 0.01 0.00
C 0.59370 -4.27334 3.90274 0.01 0.01 -0.01
C -2.59708 -2.60131 2.31476 -0.13 -0.19 -0.03
C -3.43954 -2.08571 1.33185 -0.09 -0.04 0.00
C -4.73705 -1.70910 1.64474 0.03 0.00 -0.02
C -5.19772 -1.83883 2.94813 -0.01 -0.01 0.01
C -4.35988 -2.33740 3.93649 -0.03 0.02 0.02
C -3.06519 -2.72148 3.62289 0.05 -0.01 0.00
H -1.70341 -4.36496 0.08936 0.03 -0.04 0.02
H 0.03244 -4.44587 0.30705 -0.02 -0.01 0.04
H -1.43946 -4.54863 -3.26959 -0.01 0.00 0.00
H -0.22608 -6.07296 -4.76284 0.00 0.00 0.00
H 2.24043 -6.16871 -4.70739 0.00 0.00 0.00
H 3.50034 -4.72068 -3.15036 0.00 0.01 0.00
H 2.29779 -3.18406 -1.65137 0.01 -0.02 -0.12
H -1.21428 -0.45166 -2.68668 -0.01 0.00 -0.03
H -3.23524 0.18590 -3.96460 0.01 0.00 0.00
H -5.23545 -1.26354 -3.91482 0.00 0.00 0.01
H -5.22165 -3.34929 -2.59206 0.00 -0.01 -0.01
H -3.22340 -4.00217 -1.33734 -0.01 -0.02 -0.01
H -2.04995 -5.70724 2.31674 -0.01 0.00 0.01
H -1.42240 -7.56952 3.79781 0.01 0.00 -0.01
H 0.48412 -7.33023 5.34891 0.00 0.00 0.00
H 1.76333 -5.22208 5.43042 0.00 0.00 0.00
H 1.13652 -3.33683 3.93184 0.03 0.01 -0.01
H -3.08961 -1.97152 0.31278 -0.07 0.00 0.08
H -5.38966 -1.32555 0.87085 0.01 0.00 0.01
H -6.21454 -1.56120 3.19222 0.00 0.02 0.01
H -4.71903 -2.43565 4.95198 0.00 -0.02 0.00
H -2.42061 -3.12124 4.39589 0.00 -0.02 0.01
Se 2.10943 2.31277 1.30464 -0.19 -1.04 -0.63
Se 3.61435 1.24358 2.70709 0.15 -0.02 0.12
C 3.51802 -0.57737 2.11372 -0.04 0.17 -0.04
C 4.42191 -1.40396 2.77647 -0.03 -0.08 0.01
C 4.44574 -2.74927 2.47883 0.03 0.03 0.01
C 3.55750 -3.23175 1.52524 -0.03 0.00 0.02
C 2.71280 -2.34410 0.90641 -0.04 0.03 0.11
N 2.68694 -1.02164 1.16919 -0.21 0.05 0.04
C 0.48461 1.73868 2.18774 -0.10 0.13 0.02
C -0.11702 2.30118 3.29127 0.15 -0.15 0.02
C -1.32129 1.73970 3.70265 0.05 -0.11 -0.05
C -1.86021 0.67302 2.99353 0.00 0.14 -0.02
C -1.17381 0.17757 1.89751 -0.10 0.43 -0.11
N -0.01091 0.70638 1.51207 -0.26 -0.01 0.05
H 5.09499 -0.98209 3.51156 -0.01 -0.02 0.01
H 5.14523 -3.40744 2.97629 -0.01 -0.01 0.01
H 3.51860 -4.28000 1.26573 0.02 0.00 -0.03
H 2.01021 -2.66888 0.15685 0.02 0.05 0.11
H 0.33426 3.13228 3.81448 -0.02 -0.14 -0.04
H -1.83320 2.13980 4.56810 -0.01 0.02 0.01
H -2.79863 0.22165 3.28470 -0.04 0.00 -0.01
H -1.54652 -0.64701 1.30523 0.02 0.70 0.05
Cl -0.47887 5.39219 4.29415 -0.07 0.26 0.06
C -0.96661 5.28037 2.63520 -0.04 0.06 -0.06
C -0.00597 5.19818 1.64063 -0.02 0.04 0.04
C -0.41110 5.10904 0.31856 0.02 -0.05 0.01
C -1.75750 5.12597 -0.03297 0.04 0.09 0.00
C -2.17517 5.09079 -1.49146 -0.06 -0.02 0.01
C -2.57774 3.67709 -1.91711 0.02 0.04 0.01
N -1.41537 2.80454 -1.96459 -0.07 -0.14 -0.06
C -0.48384 2.74518 -2.96768 0.01 -0.04 -0.01
C 0.46498 1.86911 -2.54842 -0.02 -0.02 -0.05
N 0.12681 1.39227 -1.29785 0.17 0.01 0.09
C -1.01428 1.98143 -0.98247 -0.01 -0.06 0.03
O -1.14679 5.48118 -2.36529 -0.02 0.03 -0.01
C -0.85836 6.88772 -2.40293 -0.01 -0.01 -0.01
C 0.52325 7.18600 -1.90337 -0.02 0.06 -0.02
C 1.66745 6.62902 -2.39070 0.01 -0.01 0.00
Cl 1.79742 5.50046 -3.67934 0.00 0.01 0.00
S 3.07553 7.18038 -1.58525 -0.01 -0.01 0.00
C 2.14086 8.19578 -0.57299 0.01 -0.03 0.01
C 0.81398 8.10049 -0.84833 0.01 -0.02 0.02
C -2.69330 5.18780 0.99709 0.02 -0.01 -0.02
Cl -4.39272 5.16990 0.63481 0.00 0.00 -0.01
C -2.31665 5.26461 2.32830 0.03 -0.02 0.04
H 1.04498 5.23031 1.89631 -0.01 0.01 0.00
H 0.33146 5.05389 -0.46735 0.00 0.02 -0.02
H -3.05651 5.72647 -1.63298 0.01 0.01 0.07
H -3.03790 3.70432 -2.90348 0.05 -0.01 -0.02
H -3.29154 3.26216 -1.20715 -0.03 0.00 -0.03
H -0.56745 3.33785 -3.86004 0.01 0.01 0.01
H 1.35734 1.54679 -3.05269 0.01 0.02 0.01
H -1.58396 1.83858 -0.08147 0.02 0.01 0.05
H -1.58455 7.43751 -1.79985 -0.01 0.01 -0.02
H -0.97091 7.20580 -3.44110 0.01 -0.02 0.00
H 2.62598 8.81107 0.16708 -0.01 0.01 0.00
H 0.05464 8.66295 -0.32288 0.00 0.00 0.00
H -3.06358 5.32375 3.10715 0.00 0.01 0.00
C 4.87200 -0.99057 -1.56865 -0.04 0.00 0.03
C 3.99879 0.23678 -1.91755 0.07 0.10 -0.10
C 4.52063 1.45880 -1.16665 -0.01 -0.04 0.01
C 4.09490 0.48213 -3.43204 -0.01 -0.06 0.02
C 2.60100 -0.15667 -1.55426 -0.36 0.29 0.61
H 5.84594 -0.87085 -2.04494 0.02 -0.02 0.03
H 4.43414 -1.92304 -1.93365 0.00 0.01 -0.04
H 5.02624 -1.07662 -0.49157 -0.03 -0.01 0.01
H 5.59727 1.56104 -1.31130 0.00 0.04 -0.05
H 4.34135 1.36337 -0.09587 0.09 -0.03 -0.01
H 4.04319 2.37530 -1.52157 -0.04 -0.01 0.03
H 5.12713 0.70767 -3.70391 0.00 0.00 -0.01
H 3.48378 1.33021 -3.74680 -0.01 0.02 0.03
H 3.77809 -0.39825 -3.99517 0.01 0.00 0.00
H 2.19985 -0.84671 -2.31307 0.04 -0.05 -0.16
```
Positions in Å, forces in eV/Å.

Computed properties:
- charge = +2
- HOMO (eV) = -12.4
- orbital gap (eV) = 7.5
- relative energy (zero: lowest compared OMol25 entry of this formula, charge and spin) (kcal/mol) = 0.0
- E_LUMO (eV) = -4.858

Results of the Löwdin charge analysis, in e, for atoms 1 through 2: number 1, Os, carries 1.134; number 2, O, carries -0.334

> Which of these has the highest charge?

C21H6F4N5O4S2W